Here is 2 unconnected molecules or ions with the total composition C3H12N2O in a non-equilibrium geometry from the Open Molecules 2025 dataset. Energies are from ωB97M-V/def2-TZVPD.

Element x y z (Å)
N1 -0.8674 -1.6013 -0.7847
C1 0.2863 -1.0346 -1.4103
C2 0.2226 0.4693 -1.2568
N2 0.5274 0.8421 0.1055
C3 0.8707 2.2662 0.2942
H1 -1.3049 -1.1246 -0.0166
H2 -0.8661 -2.6085 -0.6678
H3 1.2699 -1.4242 -1.1003
H4 0.2743 -1.3476 -2.4648
H5 0.9846 0.8844 -1.9323
H6 -0.7358 0.7675 -1.6846
H7 1.3005 0.2840 0.4634
H8 1.5392 2.5797 -0.5099
H9 -0.0167 2.8907 0.3014
H10 1.3786 2.3354 1.2516
H11 -0.6911 -0.6248 1.6632
H12 -0.3568 -0.4578 3.0828
O1 -0.9976 -0.8576 2.5154

Cartesian forces, eV/Å:
N 1.5357 -0.6683 0.3314
C -0.4760 0.3248 -0.2579
C 0.5572 -0.8263 -0.9692
N 0.2360 0.3765 -0.6641
C -0.2187 -0.5588 0.4056
H -0.5123 0.5082 0.0259
H -0.3325 -0.1216 -0.2326
H -0.2176 -0.2604 0.6148
H -0.0901 0.2081 -0.0998
H -0.0658 0.1261 -0.0296
H -0.2249 0.5977 0.6977
H -0.2115 -0.2387 0.0237
H 0.0298 0.1215 0.0282
H -0.1162 -0.0028 -0.0649
H -0.0063 0.2682 -0.0043
H 0.5251 0.5827 -1.1848
H 0.5458 0.3398 0.9332
O -0.9577 -0.7768 0.4464

Summary:
Orbital gap (alpha / beta) ... 12.136 / 5.163 eV
Multiplicity ... 2
DFT total energy ... -305.89887 a.u.
⟨S²⟩ ... 0.759
Maximum force ... 1.71 eV Å⁻¹
Net charge ... +1
LUMO energy (alpha / beta) ... -0.113 / -0.320 Ha